[1]
Here is an isolated molecule of C3H2N2O2 at a distorted geometry from OMol25. Energies are from wB97M-V/def2-TZVPD.

- Net charge: 0
- Electronic energy: -10214.4977 eV
- Structure (SMILES): O=c1cncno1

Geometry as XYZ:
```
9
Properties=species:S:1:pos:R:3:forces:R:3:mulliken_charge:R:1
N -1.266326 1.063278 0.099408 2.6 8.0 -0.5 -0.393
O 0.422635 -1.149184 0.069159 1.2 0.1 0.3 -0.095
C -0.018654 1.267560 -0.063978 3.4 -0.4 1.4 0.028
H -2.777705 -0.384638 0.102501 3.1 0.5 -1.1 0.263
C 0.970040 0.053743 0.082649 3.6 2.5 -2.5 0.593
H 0.577300 2.238908 -0.148238 -1.5 -1.1 0.3 0.327
O 2.201734 0.130819 -0.037275 -3.0 0.4 1.0 -0.563
N -0.873201 -1.187390 -0.085775 -3.3 -2.1 -0.2 -0.226
C -1.587696 -0.127731 -0.069464 -6.2 -7.8 1.4 0.066
```
Forces are in eV/Å.

[2]
Here is an isolated molecule of C3H2N2O2 at a distorted geometry from OMol25. Energies are from wB97M-V/def2-TZVPD.

- Net charge: 0
- Electronic energy: -10214.5419 eV
- Structure (SMILES): O=C1NC12NC2=O

Geometry as XYZ:
```
9
Properties=species:S:1:pos:R:3:forces:R:3:mulliken_charge:R:1
N 0.942330 -0.382407 0.872785 -0.8 -1.4 1.0 -0.377
O -2.316333 1.183453 0.319863 0.8 -1.5 0.0 -0.482
C 1.356972 0.546550 0.020385 0.5 0.4 -1.3 0.480
C -0.030341 0.175915 -0.072905 0.4 0.3 1.2 0.500
H -0.950559 -1.405649 -0.946619 -0.9 -0.2 -0.3 0.275
H 1.145420 -1.324343 1.221591 0.2 0.6 -0.3 0.278
O 2.266072 1.144072 -0.432413 1.1 0.4 0.0 -0.490
C -1.403580 0.457358 0.017372 -2.3 2.4 0.2 0.259
N -1.009984 -0.394946 -1.000058 0.9 -1.1 -0.5 -0.443
```
Forces are in eV/Å.

Question: Number 2 is which compound?
Answer: C3H2N2O2

Question: What is the net charge in the first record?
Answer: 0

Question: Which formula does entry 1 have?
Answer: C3H2N2O2

Question: Which of these has the highest electronic energy?
Answer: number 1